# 1
Computed, not measured: C4H9NO in the gas phase, with the ωB97M-V functional and the def2-TZVPD basis.

Calculated values
Energy above the lowest of the compared OMol25 structures with the same formula, charge and spin, kJ/mol: 191.3
Molar mass, g mol⁻¹: 87.12

Structure (ORCA input):
```
! wB97M-V def2-TZVPD RIJCOSX def2/J DEFGRID3
* xyz 0 1
C -1.46 0.64 0.40
C -0.82 -0.12 -0.73
N 0.40 0.45 -1.31
C 0.49 -0.77 -0.50
C 1.18 -0.57 0.85
O 1.42 0.78 1.13
H -2.09 -0.02 1.01
H -0.69 1.02 1.06
H -2.06 1.49 0.05
H -1.51 -0.60 -1.42
H 0.48 0.25 -2.30
H 0.71 -1.70 -1.01
H 2.12 -1.13 0.89
H 0.52 -0.97 1.64
H 1.32 1.24 0.27
*
```



# 2
Computed, not measured: a molecular structure, C41H23CaN15O2Se, with the ωB97M-V functional and the def2-TZVPD basis.

Calculated values
Energy above the lowest of the compared OMol25 structures with the same formula, charge and spin, kJ/mol: 866.3
Molar mass, g mol⁻¹: 876.78

Structure (ORCA input):
```
! wB97M-V def2-TZVPD RIJCOSX def2/J DEFGRID3
* xyz -2 1
Ca 0.43 0.42 -2.22
C -0.62 5.53 0.66
C -2.01 5.57 0.66
C -2.75 4.43 0.39
C -2.05 3.27 0.08
C -2.45 1.85 -0.12
N -1.55 1.12 -0.64
C -0.24 1.83 -0.26
N -0.01 1.11 0.98
C 0.74 -0.13 0.92
C 0.03 -1.54 0.85
C -1.20 -2.02 1.23
C -1.54 -3.33 0.89
C -0.64 -4.16 0.25
C 0.64 -3.71 -0.08
C 0.94 -2.39 0.19
C 2.12 -1.47 0.13
N 3.07 -1.67 1.01
C 2.93 -0.67 1.98
N 1.69 -0.12 2.13
C 1.54 0.48 3.35
N 0.36 0.86 3.89
C -0.78 0.95 3.31
N -1.12 1.00 1.94
C -2.56 0.99 1.81
N -3.34 1.32 0.84
C -3.08 0.79 3.17
C -4.38 0.63 3.60
C -4.61 0.55 4.97
C -3.55 0.64 5.87
C -2.24 0.79 5.43
C -2.02 0.88 4.06
C 2.77 0.34 4.01
C 3.20 0.71 5.30
C 4.47 0.39 5.69
C 5.35 -0.33 4.83
C 4.95 -0.71 3.58
C 3.65 -0.38 3.14
N 1.65 -0.19 -0.17
C -0.66 3.22 0.06
C 0.07 4.35 0.38
H -0.06 6.43 0.89
H -2.52 6.50 0.88
H -3.83 4.43 0.43
H -1.92 -1.41 1.75
H -2.53 -3.70 1.12
H -0.93 -5.17 -0.03
H 1.36 -4.36 -0.56
H -5.19 0.58 2.88
H -5.62 0.42 5.34
H -3.75 0.57 6.93
H -1.40 0.85 6.12
H 2.53 1.25 5.96
H 4.82 0.67 6.68
H 6.34 -0.57 5.18
H 5.62 -1.27 2.93
H 1.15 4.32 0.40
N 2.77 1.20 -2.92
N 2.72 1.74 -4.22
C 1.45 2.14 -4.73
O 1.49 2.79 -5.78
O 0.44 1.74 -4.08
H 3.03 1.88 -2.21
H 3.42 0.43 -2.89
H 3.48 2.34 -4.50
N -3.10 -4.77 -4.75
C -2.86 -4.07 -3.85
N -2.67 -3.36 -2.77
C -1.76 -2.45 -2.66
N -0.93 -1.66 -2.42
Se 2.03 -2.85 -3.37
N 1.67 -1.36 -4.24
C 0.82 -1.68 -5.21
C 0.26 -0.75 -6.15
C -0.60 -1.23 -7.08
C -0.97 -2.61 -7.14
C -0.46 -3.53 -6.28
C 0.46 -3.08 -5.29
N 1.02 -3.88 -4.39
H 0.51 0.30 -6.09
H -1.04 -0.54 -7.79
H -1.70 -2.92 -7.88
H -0.78 -4.56 -6.28
*
```



# 3
Computed, not measured: a molecular structure, C27H43B3F4N15O4Ti at a distorted geometry, with the ωB97M-V functional and the def2-TZVPD basis.

Calculated values
Molar mass, g mol⁻¹: 798.04
E_tot, Ha: -3500.37622

Structure (ORCA input):
```
! wB97M-V def2-TZVPD RIJCOSX def2/J DEFGRID3
* xyz 1 3
Ti -0.24 0.18 -1.07
C 1.06 -3.88 -1.13
C 0.71 -2.45 -1.41
N 0.13 -1.66 -0.52
O -0.44 -2.12 0.61
B 0.28 -2.67 1.78
F -0.63 -2.53 2.82
F 0.64 -4.02 1.65
O 1.57 -1.95 2.03
N 1.49 -0.60 1.84
C 2.62 0.00 1.36
C 3.97 -0.69 1.46
C 2.49 0.97 0.32
N 1.40 0.91 -0.32
O 1.28 1.64 -1.56
B 2.05 1.03 -2.75
F 2.73 2.02 -3.41
F 2.94 0.07 -2.22
O 1.03 0.37 -3.57
N 0.49 -0.57 -2.68
C 1.02 -1.79 -2.64
C 1.83 -2.35 -3.75
C 3.63 1.89 -0.05
H 1.82 -3.96 -0.35
H 1.43 -4.34 -2.06
H 0.18 -4.44 -0.77
H 4.67 -0.11 2.07
H 4.39 -0.75 0.44
H 3.86 -1.69 1.89
H 1.41 -3.31 -4.07
H 2.86 -2.52 -3.43
H 1.80 -1.62 -4.57
H 4.18 2.18 0.86
H 3.22 2.79 -0.51
H 4.31 1.40 -0.75
C -4.26 1.30 -2.60
C -3.56 -0.06 -2.60
C -2.29 -0.01 -3.42
C -3.29 -0.39 -1.17
C -4.24 -0.80 -0.17
C -3.54 -0.68 1.03
N -2.27 -0.21 0.81
N -2.13 -0.10 -0.58
B -1.55 0.73 1.76
N -0.64 0.12 2.85
C -1.07 0.11 4.14
C -0.02 0.02 5.03
C 1.17 -0.03 4.27
N 0.79 0.03 2.91
C 2.55 0.09 4.79
C 3.37 -1.20 4.68
C 3.19 1.36 4.23
N -0.80 1.79 1.04
C -0.24 2.92 1.63
C -0.09 3.91 0.67
C -0.59 3.33 -0.55
N -1.01 2.09 -0.30
C -0.74 3.93 -1.90
C -1.93 4.88 -1.89
C 0.55 4.65 -2.34
H -4.45 1.65 -3.61
H -5.22 1.28 -2.07
H -3.64 2.07 -2.11
H -4.27 -0.81 -2.95
H -1.63 0.79 -3.03
H -1.76 -0.98 -3.40
H -2.51 0.26 -4.46
H -5.25 -1.11 -0.33
H -3.84 -0.88 2.05
H -2.42 1.25 2.43
H -2.13 0.16 4.33
H -0.06 -0.01 6.11
H 2.35 0.27 5.87
H 4.45 -0.99 4.66
H 3.19 -1.85 5.54
H 3.11 -1.76 3.78
H 3.28 1.36 3.14
H 2.61 2.25 4.50
H 4.20 1.47 4.63
H -0.04 2.95 2.69
H 0.33 4.90 0.79
H -0.96 3.11 -2.60
H -1.77 5.73 -1.21
H -2.12 5.30 -2.88
H -2.85 4.38 -1.57
H 0.78 5.48 -1.67
H 1.41 3.98 -2.38
H 0.42 5.07 -3.34
N -3.51 -4.80 0.30
N -2.91 -4.33 -0.82
N -2.46 -5.09 -1.83
C -1.88 -4.17 -2.64
N -1.99 -2.92 -2.13
N -2.62 -3.00 -0.97
H -3.96 -5.69 0.13
H -4.03 -4.08 0.79
H -1.41 -4.43 -3.58
*
```



# 4
Computed, not measured: 2 unconnected molecules or ions with the total composition C20H17NO3 at a distorted geometry, with the ωB97M-V functional and the def2-TZVPD basis.

Calculated values
Energy above the lowest of the compared OMol25 structures with the same formula, charge and spin, kJ/mol: 656.1
Molar mass, g mol⁻¹: 319.36

Structure (ORCA input):
```
! wB97M-V def2-TZVPD RIJCOSX def2/J DEFGRID3
* xyz 0 1
C 5.49 2.00 -2.55
C 4.45 1.37 -1.66
C 4.15 0.00 -1.74
C 3.16 -0.57 -0.97
C 2.37 0.20 -0.06
C 1.37 -0.50 0.67
C 0.50 -0.11 1.73
C -0.20 -1.15 2.42
C -1.05 -0.86 3.48
C -1.20 0.45 3.95
C -0.47 1.48 3.32
C 0.33 1.22 2.22
C 2.75 1.57 0.08
C 3.72 2.13 -0.72
H 5.55 3.07 -2.37
H 6.48 1.57 -2.39
H 5.24 1.85 -3.61
H 4.71 -0.61 -2.46
H 2.98 -1.64 -1.02
H 1.29 -1.56 0.42
H -0.03 -2.19 2.12
H -1.62 -1.67 3.95
H -1.87 0.68 4.79
H -0.56 2.50 3.69
H 0.85 2.04 1.73
H 2.30 2.18 0.86
H 3.93 3.20 -0.65
O -1.06 0.35 -1.11
C -2.15 -0.26 -1.19
C -2.37 -1.52 -0.46
C -3.58 -2.12 -0.35
C -4.71 -1.59 -1.04
N -5.96 -2.24 -0.93
O -6.97 -1.80 -1.52
O -6.02 -3.26 -0.21
C -4.56 -0.42 -1.85
C -3.33 0.19 -1.95
H -1.53 -1.96 0.06
H -3.71 -3.01 0.26
H -5.44 -0.05 -2.37
H -3.25 1.07 -2.58
*
```



# 5
Computed, not measured: a gas-phase ion, C3H10N3OS (charge +1) at a distorted geometry, with the ωB97M-V functional and the def2-TZVPD basis.

Calculated values
Energy above the lowest of the compared OMol25 structures with the same formula, charge and spin, kJ/mol: 49.5
Molar mass, g mol⁻¹: 136.20

Structure (ORCA input):
```
! wB97M-V def2-TZVPD RIJCOSX def2/J DEFGRID3
* xyz 1 1
N -1.94 -1.83 0.29
C -1.49 -0.59 -0.01
N -2.27 0.44 -0.34
N -0.22 -0.38 0.22
C 0.67 0.82 -0.29
O 0.10 2.00 0.04
C 2.10 0.54 0.35
S 2.63 -1.12 -0.23
H -2.73 -2.25 0.63
H -1.15 -2.45 0.26
H -3.27 0.41 -0.45
H -1.93 1.34 -0.52
H 0.31 -1.21 0.66
H 0.76 0.79 -1.38
H 0.37 2.36 0.88
H 2.20 0.67 1.41
H 2.75 1.39 -0.01
H 3.10 -0.93 -1.49
*
```



# 6
Computed, not measured: 5 unconnected molecules or ions with the total composition C36H58Cl3F12N4O11P2S at a distorted geometry, with the ωB97M-V functional and the def2-TZVPD basis.

Calculated values
Molar mass, g mol⁻¹: 1151.23
E_tot, Ha: -6112.75984

Structure (ORCA input):
```
! wB97M-V def2-TZVPD RIJCOSX def2/J DEFGRID3
* xyz 1 1
C 3.14 0.56 4.66
C 2.38 -0.24 3.52
C 3.36 -0.32 2.28
C 2.77 -1.00 1.01
C 2.09 -0.19 -0.12
P 1.98 -1.51 -1.54
O 0.56 -1.26 -2.39
Cl 1.76 -3.43 -0.76
C 0.55 0.00 0.30
C 0.13 1.57 0.23
C -0.76 1.69 1.54
C -1.60 3.03 1.64
C -1.86 0.54 1.66
C -2.93 0.86 2.79
P -1.01 2.15 -1.16
C -1.83 0.64 -1.96
O -0.13 2.82 -2.45
C 1.64 2.06 0.30
C 2.03 3.57 0.50
Cl 0.98 4.80 -0.26
C 2.25 3.96 2.05
C 3.55 4.86 2.11
Cl 0.93 4.99 2.73
N 2.54 1.19 -0.55
N 3.93 1.24 -0.27
C 2.49 1.37 -2.04
C 2.82 2.77 -2.61
S 4.63 3.00 -3.01
C 4.63 4.76 -3.39
N 4.82 5.37 -4.53
N 4.67 6.70 -4.27
C 4.39 6.85 -3.01
O 4.36 5.63 -2.37
H 2.58 1.51 4.86
H 3.13 -0.01 5.61
H 4.15 0.87 4.32
H 1.48 0.38 3.29
H 2.09 -1.25 3.88
H 3.77 0.70 2.16
H 4.21 -0.95 2.64
H 2.03 -1.74 1.39
H 3.58 -1.64 0.56
H -0.04 -2.01 -2.26
H -0.18 -0.76 -0.02
H 0.67 -0.11 1.40
H -0.14 1.65 2.46
H -1.75 3.27 2.72
H -1.11 3.91 1.20
H -2.58 2.93 1.12
H -2.44 0.42 0.73
H -1.40 -0.42 2.00
H -3.72 1.49 2.32
H -3.40 -0.10 3.08
H -2.45 1.37 3.65
H -1.39 0.43 -2.96
H -2.88 0.96 -2.14
H -1.82 -0.24 -1.28
H -0.79 3.21 -3.04
H 1.87 1.67 1.33
H 3.04 3.71 0.05
H 2.47 3.08 2.69
H 3.89 4.87 3.17
H 4.38 4.38 1.54
H 3.37 5.87 1.71
H 4.36 2.15 -0.37
H 4.46 0.47 -0.66
H 1.51 1.07 -2.50
H 3.24 0.69 -2.53
H 2.50 3.65 -2.05
H 2.31 2.83 -3.60
H 4.17 7.73 -2.41
C 3.63 -2.60 -4.45
C 3.44 -4.07 -4.13
O 2.79 -4.75 -5.21
C 3.57 -5.09 -6.24
O 4.74 -4.87 -6.31
C 2.75 -5.85 -7.29
F 1.58 -5.25 -7.55
F 2.47 -7.10 -6.88
F 3.40 -5.95 -8.45
H 2.67 -2.14 -4.71
H 4.05 -2.07 -3.60
H 4.29 -2.46 -5.31
H 2.80 -4.18 -3.26
H 4.39 -4.55 -3.89
C -8.49 2.22 3.39
C -7.93 1.50 4.60
O -8.12 0.08 4.48
C -7.24 -0.57 3.73
O -6.32 -0.06 3.15
C -7.54 -2.07 3.74
F -8.84 -2.33 3.56
F -7.19 -2.63 4.91
F -6.88 -2.73 2.78
H -9.53 1.96 3.23
H -8.41 3.30 3.52
H -7.94 1.95 2.49
H -8.47 1.81 5.50
H -6.88 1.74 4.77
C 8.61 -3.68 -9.10
C 8.51 -2.18 -9.23
O 7.85 -1.61 -8.08
C 8.60 -1.44 -6.99
O 9.75 -1.73 -6.90
C 7.77 -0.79 -5.88
F 6.56 -1.36 -5.75
F 7.56 0.52 -6.13
F 8.37 -0.87 -4.69
H 7.62 -4.12 -8.94
H 9.04 -4.12 -10.00
H 9.23 -3.97 -8.25
H 7.90 -1.92 -10.09
H 9.49 -1.72 -9.37
C -10.36 -4.54 6.89
C -10.59 -3.11 6.45
O -11.61 -2.48 7.25
C -11.20 -2.02 8.44
O -10.09 -2.10 8.86
C -12.37 -1.34 9.16
F -13.50 -2.07 9.10
F -12.65 -0.14 8.62
F -12.11 -1.13 10.46
H -11.30 -5.10 6.88
H -9.65 -5.04 6.22
H -9.97 -4.58 7.90
H -10.96 -3.10 5.42
H -9.67 -2.53 6.46
*
```



# 7
Computed, not measured: a molecular structure, C34H31ClFN3OPb, with the ωB97M-V functional and the def2-TZVPD basis.

Calculated values
Energy above the lowest of the compared OMol25 structures with the same formula, charge and spin, kJ/mol: 0.0
Molar mass, g mol⁻¹: 759.29

Structure (ORCA input):
```
! wB97M-V def2-TZVPD RIJCOSX def2/J DEFGRID3
* xyz 2 1
Pb 0.53 0.55 1.14
Cl -4.68 -2.96 5.65
C -3.81 -2.11 4.48
C -4.48 -1.21 3.63
C -3.76 -0.54 2.69
C -2.33 -0.72 2.55
O -1.73 -0.09 1.64
C -1.66 -1.65 3.45
C -0.22 -1.95 3.46
N 0.71 -1.30 2.87
C 2.05 -1.74 3.06
C 2.50 -2.29 4.23
C 3.82 -2.77 4.35
C 4.68 -2.68 3.29
C 4.26 -2.08 2.08
C 5.11 -1.97 0.95
C 4.65 -1.37 -0.18
C 3.35 -0.84 -0.19
N 2.53 -0.92 0.84
C 2.95 -1.57 1.97
C -2.42 -2.33 4.37
H -5.54 -1.07 3.73
H -4.23 0.15 2.00
H 0.03 -2.82 4.05
H 1.85 -2.36 5.09
H 4.15 -3.20 5.28
H 5.69 -3.06 3.36
H 6.11 -2.36 1.01
H 5.27 -1.27 -1.06
H 2.98 -0.33 -1.07
H -1.95 -3.04 5.04
C -3.84 1.65 -0.64
C -2.97 1.12 -1.79
C -3.81 0.89 -3.04
C -1.81 2.07 -2.03
C -2.10 3.35 -2.47
C -1.13 4.34 -2.54
C 0.17 4.06 -2.14
C 0.52 2.80 -1.68
C 1.96 2.54 -1.29
C 2.46 3.51 -0.22
C 2.87 2.56 -2.52
C -0.47 1.79 -1.67
N -0.08 0.51 -1.22
C -0.37 -0.58 -1.96
C -0.64 -0.53 -3.35
C -0.86 -1.69 -4.06
C -0.82 -2.93 -3.43
C -0.54 -3.03 -2.07
C -0.32 -1.87 -1.38
F -0.07 -1.95 -0.05
H -4.64 0.95 -0.43
H -4.30 2.61 -0.91
H -3.25 1.81 0.26
H -2.59 0.15 -1.47
H -4.27 1.81 -3.39
H -4.62 0.19 -2.83
H -3.22 0.48 -3.86
H -3.12 3.60 -2.74
H -1.38 5.32 -2.90
H 0.92 4.84 -2.18
H 2.01 1.52 -0.89
H 2.58 4.51 -0.63
H 3.43 3.20 0.16
H 1.76 3.60 0.62
H 2.86 3.54 -2.98
H 2.55 1.83 -3.27
H 3.90 2.33 -2.24
H -0.64 0.43 -3.84
H -1.05 -1.63 -5.13
H -0.99 -3.83 -4.00
H -0.51 -3.98 -1.56
*
```



# 8
Computed, not measured: 2 unconnected molecules or ions with the total composition CH5P3 at a distorted geometry, with the ωB97M-V functional and the def2-TZVPD basis.

Calculated values
Energy above the lowest of the compared OMol25 structures with the same formula, charge and spin, kJ/mol: 273.4
Molar mass, g mol⁻¹: 109.97

Structure (ORCA input):
```
! wB97M-V def2-TZVPD RIJCOSX def2/J DEFGRID3
* xyz 0 1
C 1.83 0.02 0.18
P -1.84 0.95 -0.42
P -1.41 -1.17 -0.15
P -0.79 0.30 1.35
H 1.08 -0.19 -0.53
H 2.48 -0.62 0.65
H 2.10 1.10 0.22
H -0.68 1.14 -1.15
H -2.79 -1.53 -0.14
*
```



Q: Number 8 is which compound?
A: CH5P3